Formula: C25H40AsBrF6N8O4SSi2Ta
Source: the OMol25 dataset
Level of theory: ωB97M-V/def2-TZVPD

Geometry as ORCA input:
```
! wB97M-V def2-TZVPD RIJCOSX def2/J DEFGRID3
* xyz 0 2
Ta -0.045 -0.052 0.150
C -0.184 -1.466 4.705
Si 0.976 -1.405 3.234
C 1.834 0.254 3.403
C 2.244 -2.776 3.264
N -0.020 -1.546 1.746
C -0.857 -2.554 1.554
C -0.997 -3.692 2.411
C -1.906 -4.659 2.137
C -2.743 -4.550 1.000
C -2.633 -3.492 0.139
C -1.677 -2.477 0.356
N -1.457 -1.409 -0.468
Si -2.355 -1.426 -2.063
C -1.977 -0.028 -3.229
C -1.852 -3.005 -2.941
C -4.187 -1.328 -1.650
H 0.392 -1.225 5.605
H -0.690 -2.414 4.880
H -0.948 -0.692 4.592
H 2.802 0.074 3.883
H 1.261 0.895 4.076
H 2.013 0.802 2.479
H 2.869 -2.655 4.154
H 2.888 -2.713 2.385
H 1.817 -3.779 3.283
H -0.359 -3.785 3.275
H -1.999 -5.519 2.787
H -3.476 -5.321 0.805
H -3.286 -3.451 -0.718
H -0.913 0.138 -3.378
H -2.442 0.911 -2.932
H -2.414 -0.343 -4.185
H -0.997 -2.789 -3.587
H -2.669 -3.348 -3.584
H -1.564 -3.824 -2.283
H -4.343 -1.037 -0.609
H -4.724 -2.263 -1.822
H -4.652 -0.562 -2.274
C -1.173 0.907 1.722
H -1.955 0.249 2.112
H -1.652 1.824 1.367
H -0.501 1.161 2.548
N 2.007 -0.355 -3.862
C 1.552 -1.012 -2.768
O 0.958 -0.305 -1.900
C 1.807 -2.399 -2.662
C 2.557 -3.041 -3.680
N 3.199 -3.545 -4.496
C 1.355 -3.168 -1.569
N 1.042 -3.840 -0.682
H 1.688 0.591 -3.989
H 2.364 -0.861 -4.656
C 4.099 -2.119 -0.185
S 3.264 -0.533 -0.269
C 4.288 0.389 0.859
O 1.960 -0.804 0.507
H 4.722 -2.212 -1.074
H 3.317 -2.878 -0.208
H 4.691 -2.200 0.724
H 5.279 0.442 0.405
H 4.332 -0.124 1.820
H 3.860 1.389 0.950
Br -0.583 7.186 2.904
C -0.664 5.752 1.691
C -1.798 5.572 0.931
N -1.867 4.557 0.062
C -0.859 3.698 -0.090
C 0.294 3.826 0.661
C 0.402 4.876 1.554
C 1.443 2.871 0.510
O 2.577 3.310 0.558
O 1.174 1.610 0.360
H -2.659 6.217 1.001
H -0.989 2.914 -0.816
H 1.312 5.005 2.125
F -0.898 1.113 -1.062
As -3.575 4.224 -0.970
F -3.511 5.895 -1.377
F -2.574 3.844 -2.324
F -5.021 3.945 -1.825
F -4.398 4.623 0.492
F -3.439 2.589 -0.431
N 2.592 3.308 -2.703
N 1.240 2.902 -2.470
H 3.158 2.541 -3.051
H 2.982 3.589 -1.812
H 1.175 1.926 -2.201
H 0.701 3.067 -3.309
*
```

Results
* gap between HOMO and LUMO (alpha / beta): 7.632 / 6.242 eV
* highest occupied orbital energy (alpha / beta): -0.30236 / -0.31823 hartree
* calculated total energy: -8159.1695 Ha
* energy relative to the best compared isomer or geometry (same formula, charge and spin): 0.0 kcal/mol

=====

Formula: C25H40BN7OSV
Source: the OMol25 dataset
Level of theory: ωB97M-V/def2-TZVPD

Geometry as ORCA input:
```
! wB97M-V def2-TZVPD RIJCOSX def2/J DEFGRID3
* xyz 0 2
V 0.210 -0.133 0.039
C -3.881 2.811 -1.618
C -3.105 2.260 -0.469
C -3.306 2.411 0.879
C -2.291 1.677 1.514
N -1.502 1.114 0.592
N -2.024 1.482 -0.629
B -1.393 0.974 -1.941
N -1.472 -0.596 -1.909
N -1.293 -1.290 -0.725
C -1.671 -2.544 -0.935
C -2.075 -2.685 -2.269
C -1.941 -1.439 -2.846
C -2.209 -1.006 -4.246
C -1.608 -3.613 0.129
C -2.720 -4.637 -0.124
C -0.241 -4.306 0.039
C -1.803 -3.013 1.522
N 0.067 1.553 -1.993
N 0.840 1.574 -0.850
C 1.853 2.404 -1.062
C 1.743 2.938 -2.353
C 0.606 2.381 -2.904
C 0.007 2.577 -4.255
C 2.938 2.656 -0.042
C 3.759 3.878 -0.461
C 3.867 1.438 0.021
C 2.309 2.933 1.327
C -2.200 1.578 3.026
C -2.049 3.000 3.586
C -3.515 0.970 3.536
C -1.052 0.731 3.546
H -4.697 3.424 -1.239
H -4.305 2.017 -2.233
H -3.260 3.433 -2.264
H -4.091 2.978 1.350
H -1.991 1.369 -2.894
H -2.435 -3.575 -2.756
H -2.559 -1.858 -4.827
H -1.297 -0.629 -4.709
H -2.966 -0.222 -4.291
H -2.618 -5.122 -1.095
H -3.707 -4.171 -0.078
H -2.674 -5.416 0.640
H -0.105 -4.782 -0.934
H -0.163 -5.075 0.813
H 0.569 -3.588 0.180
H -2.720 -2.419 1.569
H -0.973 -2.375 1.817
H -1.883 -3.821 2.252
H 2.402 3.642 -2.829
H 0.661 3.212 -4.850
H -0.974 3.049 -4.200
H -0.106 1.623 -4.771
H 4.264 3.721 -1.416
H 4.532 4.065 0.288
H 3.140 4.775 -0.540
H 4.358 1.284 -0.943
H 3.328 0.526 0.275
H 4.640 1.604 0.776
H 1.646 3.800 1.277
H 3.098 3.146 2.052
H 1.734 2.084 1.695
H -2.892 3.637 3.313
H -1.136 3.468 3.214
H -1.993 2.960 4.677
H -4.381 1.568 3.248
H -3.491 0.908 4.626
H -3.654 -0.038 3.139
H -0.082 1.132 3.257
H -1.108 -0.296 3.188
H -1.101 0.714 4.638
O 1.551 -1.395 -3.623
C 1.444 -1.215 -2.456
N 1.351 -1.044 -1.279
S 1.239 -0.698 1.682
*
```

Results
* gap between HOMO and LUMO (alpha / beta): 8.145 / 9.243 eV
* highest occupied orbital energy (alpha / beta): -0.31456 / -0.32486 hartree
* calculated total energy: -2802.4091 Ha
* energy relative to the best compared isomer or geometry (same formula, charge and spin): 2.2 kcal/mol

=====

Formula: C25H40BrCl3N3O3RhSi
Source: the OMol25 dataset
Level of theory: ωB97M-V/def2-TZVPD

Geometry as ORCA input:
```
! wB97M-V def2-TZVPD RIJCOSX def2/J DEFGRID3
* xyz 0 5
C 3.149 -2.245 -4.485
C 3.364 -1.153 -3.500
H 2.950 -1.815 -5.476
H 2.328 -2.897 -4.183
H 4.066 -2.847 -4.597
C 4.378 -0.282 -3.692
C 5.187 -0.202 -4.959
H 4.667 0.435 -2.920
H 4.540 -0.191 -5.855
H 5.913 -1.019 -5.099
H 5.793 0.713 -4.977
Rh -1.162 -0.804 1.871
Cl -1.111 -3.042 1.568
Cl -1.635 -0.661 -2.035
H -5.344 0.210 3.453
H -4.525 -2.563 3.334
C -5.584 -0.076 2.418
C -4.778 -2.419 2.270
N -4.613 -1.024 1.891
H -5.624 0.819 1.787
C -3.427 -0.517 1.445
O -3.077 0.678 1.587
H -4.144 -3.061 1.645
H -2.846 -1.268 0.788
H -6.564 -0.558 2.434
H -5.834 -2.690 2.136
H -1.161 1.285 -4.155
H 1.548 1.878 -3.778
C -1.335 2.207 -3.582
C 1.040 2.803 -3.465
N -0.185 2.485 -2.753
H -2.224 2.095 -2.959
C -0.273 2.457 -1.390
O -1.286 2.262 -0.750
H 1.696 3.390 -2.811
H 0.721 2.636 -0.907
H -1.451 3.041 -4.288
H 0.816 3.380 -4.372
O 1.043 -0.995 -2.641
C 2.351 -1.069 -2.317
C 2.989 1.250 -1.385
C 2.895 -0.124 -1.207
H 2.776 1.655 -2.371
C 3.432 2.084 -0.352
H 2.385 -2.084 -1.856
C 3.349 -0.685 -0.013
H 3.516 3.162 -0.510
C 3.803 1.520 0.869
C 3.803 0.129 1.031
H 3.318 -1.771 0.086
H 4.110 2.159 1.696
H 4.142 -0.328 1.964
Si -1.814 -2.288 -3.280
Cl 0.588 -0.329 0.746
C -2.998 -1.863 -4.701
C -2.966 -3.402 -2.228
C -0.254 -3.125 -3.775
H -3.246 -0.793 -4.692
H -3.924 -2.440 -4.551
H -2.573 -2.138 -5.678
H 0.271 -2.491 -4.492
H -0.451 -4.094 -4.242
H 0.385 -3.284 -2.902
H -2.510 -3.694 -1.269
H -3.249 -4.305 -2.790
H -3.899 -2.862 -2.000
Br 1.675 4.311 2.652
C 1.212 2.579 3.315
C 1.952 1.986 4.343
C 1.796 0.629 4.603
C 0.809 -0.070 3.901
N -0.012 0.583 3.085
C 0.201 1.854 2.680
H 2.689 2.585 4.869
H 2.417 0.071 5.296
H 0.696 -1.155 3.945
H -0.362 2.229 1.829
*
```

Results
* gap between HOMO and LUMO (alpha / beta): 7.460 / 6.923 eV
* highest occupied orbital energy (alpha / beta): -0.26456 / -0.30221 hartree
* calculated total energy: -5721.1369 Ha
* energy relative to the best compared isomer or geometry (same formula, charge and spin): 31.7 kcal/mol